1.
The following is a quantum chemistry calculation of one molecule with the formula C4H9NO2 in a non-equilibrium geometry, from the OMol25 dataset.

Geometry as ORCA input:
```
! wB97M-V def2-TZVPD RIJCOSX def2/J DEFGRID3
* xyz 0 1
O 0.08 -1.52 1.49
O -1.50 1.64 -1.91
N 2.21 -1.22 1.67
C 0.70 0.46 0.04
C -1.49 0.38 -1.26
C 1.03 -0.83 1.13
C -0.82 0.47 0.07
H 1.13 0.14 -0.94
H -1.31 1.20 0.74
H -2.51 0.03 -1.06
H -0.95 -0.36 -1.88
H -1.97 1.48 -2.74
H 1.17 1.42 0.30
H -0.98 -0.54 0.54
H 2.13 -1.96 2.37
H 3.09 -0.78 1.47
*
```

Properties
Energy relative to the best compared isomer or geometry (same formula, charge and spin) = 1.744 eV
Lowest unoccupied orbital energy = 0.891 eV
Structure (SMILES) = NC(=O)CCCO
E = -9878.31702 eV

Löwdin atomic charge list, values in e, 5 entries:
1 O -0.012
2 O -0.069
3 N 0.137
4 C -0.056
5 C -0.302

---

2.
The following is a quantum chemistry calculation of one molecule with the formula C2H4N4 in a non-equilibrium geometry, from the OMol25 dataset.

Geometry as ORCA input:
```
! wB97M-V def2-TZVPD RIJCOSX def2/J DEFGRID3
* xyz 0 1
N 0.15 0.84 1.82
N -0.04 -0.09 -0.20
N 0.21 -0.93 -1.33
N -0.59 1.67 1.01
C -0.72 1.12 -0.18
C 0.47 -0.19 1.09
H 1.15 -1.33 -1.27
H -1.22 1.55 -1.03
H 1.09 -0.98 1.47
H -0.50 -1.67 -1.40
*
```

Properties
Energy relative to the best compared isomer or geometry (same formula, charge and spin) = 1.803 eV
Lowest unoccupied orbital energy = 0.631 eV
Structure (SMILES) = Nn1cnnc1
E = -8097.51067 eV

Löwdin atomic charge list, values in e, 5 entries:
1 N -0.003
2 N -0.144
3 N 0.078
4 N -0.012
5 C -0.154

---

3.
The following is a quantum chemistry calculation of one molecule with the formula C2H6N4 in a non-equilibrium geometry, from the OMol25 dataset.

Geometry as ORCA input:
```
! wB97M-V def2-TZVPD RIJCOSX def2/J DEFGRID3
* xyz 0 1
N 2.01 1.22 0.51
N -0.07 0.80 0.54
N 1.00 0.66 -0.16
N -2.26 0.24 0.14
C -1.01 -0.01 0.04
C -0.48 -1.52 -0.48
H 1.79 1.68 1.38
H 0.52 -1.70 -0.85
H -1.18 -1.84 -1.26
H 2.83 1.45 -0.03
H -0.65 -2.15 0.40
H -2.50 1.16 -0.24
*
```

Properties
Energy relative to the best compared isomer or geometry (same formula, charge and spin) = 3.774 eV
Lowest unoccupied orbital energy (alpha / beta) = -0.033 / -0.034 eV
Structure (SMILES) = [H]/N=C(C)\N=N\N
E = -8128.31920 eV

Löwdin atomic charge list, values in e, 5 entries:
1 N 0.048
2 N 0.020
3 N -0.044
4 N 0.094
5 C -0.486

---

4.
The following is a quantum chemistry calculation of a 2-piece molecular cluster, C4H12 overall in a non-equilibrium geometry, from the OMol25 dataset.

Geometry as ORCA input:
```
! wB97M-V def2-TZVPD RIJCOSX def2/J DEFGRID3
* xyz 0 1
C 1.95 -0.78 -0.51
C -1.70 0.19 0.96
C -2.78 -0.09 -0.23
C 2.61 0.67 -0.15
H 2.63 -1.48 -0.92
H -1.61 1.32 1.10
H 1.22 -0.65 -1.26
H -3.77 -0.50 0.19
H 2.31 1.14 0.80
H -0.82 -0.20 0.64
H -3.05 0.86 -0.83
H 3.66 0.52 -0.11
H -2.36 -0.77 -0.95
H -2.13 -0.20 1.96
H 1.53 -1.36 0.32
H 2.30 1.32 -1.00
*
```

Properties
Energy relative to the best compared isomer or geometry (same formula, charge and spin) = 1.003 eV
Lowest unoccupied orbital energy = 1.119 eV
Structure (SMILES) = CC.CC
E = -4341.52560 eV

Löwdin atomic charge list, values in e, 5 entries:
1 C -0.142
2 C -0.139
3 C -0.160
4 C -0.119
5 H 0.032

---

5.
The following is a quantum chemistry calculation of a 2-piece molecular cluster, H4O2 overall in a non-equilibrium geometry, from the OMol25 dataset.

Geometry as ORCA input:
```
! wB97M-V def2-TZVPD RIJCOSX def2/J DEFGRID3
* xyz 0 1
O -0.67 -15.06 10.21
O -2.43 -15.86 9.84
H -2.98 -16.60 10.12
H 0.26 -14.93 10.04
H -2.65 -15.16 10.45
H -0.95 -15.71 9.56
*
```

Properties
Energy relative to the best compared isomer or geometry (same formula, charge and spin) = 1.416 eV
Lowest unoccupied orbital energy = 1.008 eV
Structure (SMILES) = O.O
E = -4158.52258 eV

Löwdin atomic charge list, values in e, 5 entries:
1 O -0.105
2 O -0.079
3 H 0.068
4 H 0.037
5 H 0.072

---

6.
The following is a quantum chemistry calculation of one molecule with the formula C9H14N2O7 in a non-equilibrium geometry, from the OMol25 dataset.

Geometry as ORCA input:
```
! wB97M-V def2-TZVPD RIJCOSX def2/J DEFGRID3
* xyz 0 1
O 3.10 -2.68 -1.53
O 4.19 -1.09 -0.28
O -3.59 0.96 -1.90
O -1.96 -0.54 -2.31
O -0.67 -0.03 2.25
O 1.51 3.60 0.23
O 1.36 2.24 -1.48
N -2.29 -2.05 1.61
N -0.27 0.88 0.27
C -0.95 -0.05 1.09
C 1.09 1.37 0.69
C 3.14 -1.57 -0.94
C 1.30 2.37 -0.29
C -1.83 -1.11 0.52
C 1.88 -0.69 -0.53
C 2.07 0.20 0.71
C -3.14 -0.48 -0.10
C -2.85 -0.02 -1.57
H 4.89 -1.64 -0.70
H -3.33 -1.99 1.37
H 2.01 -0.36 1.59
H 3.06 0.60 0.87
H -1.32 -1.60 -0.26
H 1.77 3.60 1.16
H -0.29 0.56 -0.78
H -2.10 -1.30 2.40
H -3.28 1.56 -2.64
H 1.72 -0.07 -1.39
H 0.99 -1.39 -0.47
H -3.91 -1.24 0.01
H 1.07 1.54 1.81
H -3.36 0.42 0.59
*
```

Properties
Energy relative to the best compared isomer or geometry (same formula, charge and spin) = 3.518 eV
Lowest unoccupied orbital energy = 0.303 eV
Structure (SMILES) = N[C@@H](CC(=O)O)C(=O)N[C@@H](CCC(=O)O)C(=O)O
E = -26871.71701 eV

Löwdin atomic charge list, values in e, 5 entries:
1 O 0.058
2 O 0.096
3 O 0.139
4 O 0.053
5 O 0.096